[1]
ORCA calculation (ωB97M-V with the def2-TZVPD basis set) on a 36-piece molecular cluster, C10H84NO38P overall in a non-equilibrium geometry.

```
134
C10H84NO38P (ωB97M-V with the def2-TZVPD basis set)
C -1.43 1.37 -1.41
C -0.36 0.43 -0.63
C 1.01 0.00 -1.29
C 1.97 -0.89 -0.48
C 1.55 -1.40 0.96
C 0.17 -0.99 1.57
C -0.39 -1.47 3.02
C 0.10 -2.95 3.42
O -1.06 -3.86 3.31
C -0.66 -5.21 3.49
O -1.56 -6.08 3.35
P 0.70 -3.04 5.25
N -0.34 -1.98 6.19
O 2.33 -2.43 5.20
C -0.80 -0.04 0.79
H -2.14 0.64 -1.94
H -0.93 2.05 -2.17
H -2.03 1.92 -0.61
H 1.24 0.41 -2.33
H 2.98 -1.24 -0.88
H 2.25 -2.07 1.58
H -0.22 -0.68 3.82
H -1.54 -1.54 2.89
H 0.91 -3.39 2.74
H 0.39 -5.55 3.79
H -1.26 -1.87 5.70
H -0.47 -2.41 7.12
H 2.87 -3.25 5.14
H -1.80 0.25 1.24
O 4.62 0.86 0.41
H 3.79 0.35 0.36
H 4.59 1.27 1.28
O -1.35 4.27 -2.94
H -1.68 5.11 -2.62
H -1.32 4.38 -3.91
O -1.96 0.33 4.74
H -1.38 0.76 5.39
H -2.42 -0.35 5.26
O 4.85 -1.90 3.46
H 5.10 -2.81 3.25
H 4.02 -1.99 3.95
O 4.62 -2.53 0.41
H 5.05 -2.38 1.26
H 5.35 -2.78 -0.17
O -3.82 -4.26 2.53
H -2.86 -4.25 2.68
H -4.15 -4.90 3.18
O -2.58 3.14 3.63
H -3.19 3.57 4.23
H -2.40 2.28 4.04
O 0.55 3.67 -4.85
H 1.35 3.92 -5.33
H 0.85 3.55 -3.94
O 7.49 -0.17 2.88
H 6.66 -0.68 2.83
H 7.46 0.24 3.75
O 1.64 5.53 -7.17
H 1.31 6.38 -6.85
H 1.67 5.64 -8.13
O -4.99 2.60 5.30
H -5.62 3.16 5.78
H -5.54 2.06 4.73
O 1.51 8.75 -6.27
H 2.14 9.47 -6.42
H 0.68 9.21 -6.09
O -3.01 3.79 -6.33
H -3.38 2.94 -6.04
H -2.12 3.79 -5.96
O -0.96 6.02 -5.11
H -0.29 5.88 -5.80
H -1.47 6.78 -5.42
O 5.82 -2.42 6.40
H 5.49 -1.57 6.72
H 5.85 -2.31 5.44
O -5.99 4.54 -7.63
H -5.09 4.33 -7.34
H -5.87 5.22 -8.30
O -2.30 -4.98 -0.55
H -2.92 -4.54 0.04
H -2.13 -5.83 -0.13
O 2.39 9.28 -9.17
H 3.35 9.29 -9.04
H 2.08 8.63 -8.53
O -8.44 2.73 -7.33
H -7.80 3.45 -7.48
H -9.27 3.19 -7.15
O 0.47 -6.74 -0.64
H -0.19 -6.24 -1.13
H 0.18 -7.66 -0.72
O 7.02 -3.76 -0.98
H 6.66 -4.61 -0.69
H 7.92 -3.76 -0.62
O -4.52 5.66 5.76
H -3.63 5.45 6.07
H -4.39 6.33 5.09
O 1.21 -8.70 1.36
H 1.85 -8.00 1.20
H 0.38 -8.24 1.50
O 7.26 -4.99 7.14
H 7.93 -5.12 6.45
H 6.75 -4.23 6.82
O 8.08 -3.31 2.16
H 7.96 -2.54 2.72
H 8.95 -3.65 2.41
O 2.05 5.25 -2.43
H 1.93 5.82 -1.65
H 1.22 5.33 -2.91
O -0.61 -2.49 9.54
H -0.03 -2.08 10.19
H -1.07 -3.18 10.05
O -0.35 9.22 -10.39
H 0.55 9.02 -10.10
H -0.23 9.91 -11.06
O -10.91 1.15 -7.16
H -10.95 0.78 -8.05
H -9.97 1.36 -7.03
O 1.14 -5.67 6.85
H 1.38 -6.59 6.65
H 0.30 -5.75 7.33
O 1.64 -8.64 5.62
H 1.61 -9.01 4.73
H 2.57 -8.44 5.77
O 0.49 4.10 -9.60
H 0.73 3.19 -9.81
H -0.34 4.01 -9.11
O -4.47 3.74 -3.39
H -4.51 3.37 -4.28
H -3.54 3.94 -3.27
O 1.88 -8.68 8.83
H 1.86 -9.05 7.93
H 2.82 -8.48 8.97
O -10.17 -0.88 -5.22
H -10.54 -0.15 -5.75
H -9.85 -1.50 -5.88
```

E_HOMO: -7.99 eV
E_LUMO: -0.3 eV
HOMO-LUMO gap: 7.683 eV

[2]
ORCA calculation (ωB97M-V with the def2-TZVPD basis set) on a 2-piece molecular cluster, C10H8Br2IN2O4 overall in a non-equilibrium geometry.

```
27
C10H8Br2IN2O4 (ωB97M-V with the def2-TZVPD basis set)
C 2.39 -1.83 -0.58
C 2.45 -0.50 0.35
Br 4.24 0.20 0.92
C 1.22 0.19 0.79
Br 1.52 1.84 1.96
C -0.33 -0.18 0.43
C -0.75 -1.76 0.66
N -0.68 -3.07 0.75
C -0.86 0.44 -1.03
C 0.18 0.15 -2.27
N 0.80 -0.37 -3.30
C -2.41 -0.02 -1.29
C -2.60 -1.38 -2.17
O -2.26 -1.58 -3.45
I -3.61 -3.13 -1.21
C -0.91 2.11 -0.91
O -1.22 2.78 0.20
O -0.62 2.85 -2.18
H 2.82 -2.74 0.06
H 1.37 -2.07 -1.10
H 3.18 -1.68 -1.46
H -0.99 0.41 1.24
H -2.94 0.86 -1.89
H -2.96 -0.10 -0.26
O 1.28 2.59 5.20
H 0.34 2.50 4.98
H 1.34 3.48 5.58
```

E_HOMO: -5.33 eV
E_LUMO: 2.0 eV
Total charge: -1
HOMO-LUMO gap: 7.292 eV

[3]
ORCA calculation (ωB97M-V with the def2-TZVPD basis set) on a 2-piece molecular cluster, C10H8Cl2N2 overall in a non-equilibrium geometry.

```
22
C10H8Cl2N2 (ωB97M-V with the def2-TZVPD basis set)
C -0.43 -1.59 -1.38
C 0.24 -1.93 -0.21
C -1.59 -0.84 -1.42
C -0.38 -1.59 0.99
C -2.11 -0.43 -0.19
C 1.61 1.99 -1.21
C 2.65 0.92 0.30
C -1.60 -0.86 1.07
C 0.80 1.95 -0.08
C -1.77 -0.25 2.29
N 2.82 1.35 -0.97
N 1.52 1.24 0.83
Cl -3.22 0.44 2.53
Cl -0.81 2.59 0.21
H -0.17 -2.07 -2.30
H 1.16 -2.46 -0.27
H -1.95 -0.52 -2.38
H 0.04 -2.03 1.87
H -3.05 0.12 -0.22
H 1.47 2.44 -2.15
H 3.41 0.50 0.89
H 1.34 1.02 1.81
```

E_HOMO (alpha / beta): -8.27 / -8.27 eV
E_LUMO (alpha / beta): -1.1 / -1.1 eV
Energy above the lowest of the compared OMol25 structures with the same formula, charge and spin: 3.0525 eV
HOMO-LUMO gap (alpha / beta): 7.205 / 7.204 eV

[4]
ORCA calculation (ωB97M-V with the def2-TZVPD basis set) on C10H8F6NO7RhS3 as an isolated structure.

```
36
C10H8F6NO7RhS3 (ωB97M-V with the def2-TZVPD basis set)
Rh 1.21 2.64 -1.65
F 3.11 -3.55 1.94
C 2.30 -2.86 2.76
F 2.67 -3.14 4.02
F 2.50 -1.56 2.55
S 0.55 -3.33 2.46
O 0.31 -3.00 1.08
O 0.50 -4.71 2.84
N -0.21 -2.47 3.53
S -0.85 -1.04 3.34
O -0.98 -0.44 4.64
O -0.41 -0.24 2.25
C -2.59 -1.48 2.90
F -2.64 -2.18 1.75
F -3.32 -0.37 2.74
F -3.18 -2.22 3.85
C 2.33 1.42 -1.81
C 2.81 0.04 -1.92
C 3.84 -0.30 -2.80
C 4.26 -1.62 -2.89
C 3.67 -2.60 -2.10
C 2.65 -2.26 -1.22
C 2.22 -0.95 -1.13
H 4.29 0.47 -3.40
H 5.06 -1.88 -3.58
H 4.01 -3.63 -2.18
H 2.18 -3.01 -0.60
H 1.42 -0.68 -0.44
C -2.19 1.95 -0.59
S -2.03 3.41 -1.59
O -2.79 4.46 -0.94
O -0.56 3.71 -1.54
O -2.47 3.06 -2.93
H -1.78 2.15 0.39
H -1.64 1.15 -1.07
H -3.25 1.71 -0.53
```

E_HOMO: -1.60 eV
E_LUMO: 4.7 eV
Energy above the lowest of the compared OMol25 structures with the same formula, charge and spin: 0.0000 eV
Total charge: -2
HOMO-LUMO gap: 6.320 eV

[5]
ORCA calculation (ωB97M-V with the def2-TZVPD basis set) on C10H8INOS as an isolated structure in a non-equilibrium geometry.

```
22
C10H8INOS (ωB97M-V with the def2-TZVPD basis set)
C 1.79 -0.60 1.56
C -2.60 -0.94 -1.13
C -1.79 -2.00 -0.76
C -2.16 0.38 -0.94
C -0.57 -1.83 -0.06
C -1.08 0.55 -0.22
C -0.24 -0.50 0.24
C -0.63 1.92 0.23
C 0.73 1.60 0.77
C 0.89 0.08 0.90
N 2.84 -1.22 1.46
O 2.19 -0.27 -0.70
S 3.35 -1.01 -0.27
I 5.19 0.44 -0.08
H -3.50 -1.17 -1.81
H -2.22 -2.99 -0.90
H -2.75 1.22 -1.30
H -0.09 -2.66 0.53
H -0.60 2.64 -0.66
H -1.15 2.27 1.07
H 1.61 2.04 0.23
H 0.80 2.07 1.83
```

E_HOMO: -8.13 eV
E_LUMO: -0.5 eV
Energy above the lowest of the compared OMol25 structures with the same formula, charge and spin: 0.9593 eV
HOMO-LUMO gap: 7.623 eV

[6]
ORCA calculation (ωB97M-V with the def2-TZVPD basis set) on C10H8MnN2O5 as an isolated structure in a non-equilibrium geometry.

```
26
C10H8MnN2O5 (ωB97M-V with the def2-TZVPD basis set)
O -0.04 0.00 -7.56
C 0.01 -0.02 -6.42
Mn -0.15 0.01 -1.43
O 1.82 -2.24 -1.23
C 1.05 -1.39 -1.41
C -1.15 1.57 -1.66
O -1.50 2.61 -2.03
C -1.48 -1.29 -1.67
O -2.04 -2.22 -2.06
C 1.34 1.09 -1.43
O 2.29 1.74 -1.25
C 2.18 -0.23 3.10
C 0.90 -0.09 2.39
C -0.48 0.07 2.65
C -1.11 0.13 1.39
N -0.14 0.01 0.43
N 1.02 -0.12 1.08
C -2.49 0.28 0.90
H 2.40 0.66 3.71
H 2.20 -1.15 3.72
H 3.02 -0.33 2.38
H -0.92 0.13 3.64
H 1.91 -0.23 0.60
H -3.16 -0.54 1.17
H -2.96 1.23 1.18
H -2.51 0.29 -0.20
```

Spin multiplicity: 6
E_HOMO (alpha / beta): -16.53 / -17.57 eV
E_LUMO (alpha / beta): -8.8 / -11.7 eV
Energy above the lowest of the compared OMol25 structures with the same formula, charge and spin: 0.0000 eV
Total charge: +2
HOMO-LUMO gap (alpha / beta): 7.741 / 5.907 eV

[7]
ORCA calculation (ωB97M-V with the def2-TZVPD basis set) on C10H8N3O6Y as an isolated structure in a non-equilibrium geometry.

```
28
C10H8N3O6Y (ωB97M-V with the def2-TZVPD basis set)
O -3.00 -5.10 -0.99
C -2.44 -4.20 -1.40
Y -0.31 -0.44 0.48
O 3.17 -1.03 1.52
C 2.12 -0.85 1.06
C 1.22 1.40 0.35
O 2.09 2.13 0.18
C -0.82 1.39 -1.01
O -0.86 2.22 -1.85
C 0.63 -0.33 -1.94
O 1.05 -0.13 -2.99
H -1.55 1.12 -0.04
C -1.90 -0.97 5.21
N -1.79 0.15 4.27
C -1.84 1.40 4.80
C -1.64 2.50 4.00
C -1.36 2.28 2.63
N -1.28 1.03 2.14
C -1.38 -0.03 3.00
O -1.09 -1.20 2.52
N -1.15 3.30 1.80
H -2.69 -1.66 4.90
H -2.16 -0.52 6.17
H -0.96 -1.52 5.32
H -2.04 1.42 5.85
H -1.65 3.49 4.39
H -1.13 4.22 2.17
H -0.89 3.18 0.82
```

E_HOMO (alpha / beta): -14.82 / -14.81 eV
E_LUMO (alpha / beta): -8.9 / -8.9 eV
Energy above the lowest of the compared OMol25 structures with the same formula, charge and spin: 0.7177 eV
Total charge: +2
HOMO-LUMO gap (alpha / beta): 5.885 / 5.880 eV

[8]
ORCA calculation (ωB97M-V with the def2-TZVPD basis set) on a 2-piece molecular cluster, C10H8O2S overall in a non-equilibrium geometry.

```
21
C10H8O2S (ωB97M-V with the def2-TZVPD basis set)
C 1.15 -1.81 -1.10
C -0.20 -2.13 -1.20
C 1.60 -0.71 -0.38
C -1.08 -1.31 -0.51
C 0.77 0.04 0.37
C -0.63 -0.22 0.18
C 0.84 1.17 1.18
C -0.38 1.54 1.66
C -2.60 2.04 -0.21
C -1.37 0.64 1.12
O -2.43 2.81 -2.66
O -2.63 0.36 -2.48
S -2.30 1.63 -1.86
H 1.83 -2.56 -1.65
H -0.61 -3.01 -1.69
H 2.75 -0.49 -0.25
H -2.04 -1.57 -0.54
H 1.89 1.44 1.45
H -0.55 2.30 2.38
H -2.10 3.05 -0.30
H -2.27 0.46 1.69
```

E_HOMO (alpha / beta): -8.63 / -8.63 eV
E_LUMO (alpha / beta): -1.6 / -1.6 eV
Energy above the lowest of the compared OMol25 structures with the same formula, charge and spin: 6.3953 eV
HOMO-LUMO gap (alpha / beta): 7.015 / 7.015 eV